1.
This record from the OMol25 dataset describes C45H45BrCl2IN10O9SSeY as an isolated structure. The level of theory is ωB97M-V/def2-TZVPD.

HOMO level   -3.26 eV
Spin multiplicity   1
ΔE to the lowest compared entry with this formula, charge and spin   18.0 kJ/mol
Orbital gap   6.956 eV
Charge   -2

The geometry in XYZ format:
```
116
C45H45BrCl2IN10O9SSeY (ωB97M-V/def2-TZVPD)
Y -0.182 0.475 0.115
O 4.676 0.621 0.555
C 5.123 1.100 -0.617
C 6.501 1.270 -0.781
C 7.007 1.767 -1.966
C 6.148 2.104 -3.010
C 4.784 1.933 -2.844
C 4.247 1.434 -1.659
C 2.770 1.242 -1.495
O 2.353 0.785 -0.368
N 2.033 1.540 -2.526
N 0.733 1.103 -2.357
C -0.164 1.767 -2.963
C -1.547 1.268 -2.967
C -2.571 2.036 -3.500
C -3.856 1.521 -3.481
C -4.059 0.253 -2.966
C -2.967 -0.437 -2.456
N -1.742 0.061 -2.432
H 3.678 0.564 0.435
H 7.149 1.006 0.045
H 8.077 1.900 -2.077
H 6.540 2.499 -3.939
H 4.087 2.188 -3.632
H 0.055 2.708 -3.468
H -2.363 3.028 -3.870
H -4.687 2.110 -3.849
H -5.043 -0.193 -2.924
H -3.078 -1.433 -2.044
N 5.665 -2.198 -4.068
C 4.436 -2.425 -3.424
C 3.398 -1.507 -3.558
C 2.198 -1.716 -2.905
C 2.028 -2.837 -2.107
C 3.041 -3.773 -1.991
C 4.236 -3.577 -2.664
S 0.564 -2.910 -1.116
O 0.557 -4.178 -0.421
O -0.551 -2.622 -1.979
N 0.713 -1.655 -0.095
C 1.715 -1.727 0.835
N 2.665 -2.670 0.777
C 3.599 -2.617 1.713
C 3.623 -1.662 2.715
C 2.594 -0.733 2.681
N 1.641 -0.767 1.774
H 5.847 -1.215 -4.215
H 6.443 -2.632 -3.596
H 3.543 -0.599 -4.132
H 1.401 -0.989 -2.974
H 2.897 -4.619 -1.334
H 5.042 -4.295 -2.562
H 4.373 -3.379 1.653
H 4.402 -1.626 3.462
H 2.512 0.063 3.416
Cl -1.242 -0.051 2.590
O -0.064 2.705 -0.119
Se -1.727 2.950 0.271
O -2.362 3.806 -0.977
O -2.167 1.304 0.003
O -0.790 2.835 3.677
C 4.846 4.633 0.127
C 3.599 5.494 -0.111
C 2.552 4.643 -0.839
C 4.039 6.613 -1.069
C 3.028 6.070 1.240
O 3.898 7.091 1.752
C 1.573 6.574 1.152
C 1.337 7.984 0.567
C 0.689 8.080 -0.796
C 1.168 9.008 -1.718
C 0.595 9.154 -2.971
C -0.481 8.351 -3.305
Cl -1.215 8.525 -4.882
C -0.983 7.418 -2.416
C -0.397 7.289 -1.166
C 3.115 5.067 2.405
N 2.110 4.052 2.475
C 2.150 2.792 2.049
N 1.073 2.142 2.420
C 0.379 3.087 3.102
N 0.961 4.262 3.192
H 5.325 4.420 -0.829
H 4.607 3.667 0.571
H 5.569 5.146 0.765
H 3.036 4.088 -1.642
H 1.774 5.259 -1.291
H 2.050 3.914 -0.196
H 4.394 6.153 -1.993
H 4.865 7.203 -0.662
H 3.222 7.271 -1.343
H 3.848 7.844 1.158
H 1.160 6.561 2.162
H 1.000 5.822 0.608
H 2.261 8.561 0.505
H 0.715 8.530 1.281
H 2.013 9.634 -1.454
H 0.980 9.872 -3.682
H -1.809 6.776 -2.688
H -0.796 6.542 -0.489
H 3.038 5.649 3.323
H 4.085 4.579 2.403
H 2.955 2.390 1.456
H -1.062 1.927 3.392
Br -5.950 -2.303 -0.360
C -4.787 -3.794 -0.568
C -5.320 -4.928 -1.167
C -4.518 -6.038 -1.367
C -3.185 -6.001 -0.977
C -2.665 -4.866 -0.380
C -3.464 -3.744 -0.150
I -2.600 -2.106 0.838
H -6.355 -4.928 -1.479
H -4.931 -6.921 -1.839
H -2.542 -6.854 -1.149
H -1.618 -4.820 -0.112
```


2.
This record from the OMol25 dataset describes C26H43BrCuN6P2 as an isolated structure. The level of theory is ωB97M-V/def2-TZVPD.

HOMO level (spin up / spin down)   -12.96 / -12.94 eV
Spin multiplicity   2
Orbital gap (spin up / spin down)   6.637 / 4.171 eV
Charge   +2
⟨S²⟩   0.75

The geometry in XYZ format:
```
79
C26H43BrCuN6P2 (ωB97M-V/def2-TZVPD)
N 3.630 -6.767 -0.257
C 2.396 -6.744 0.265
C 1.353 -6.025 -0.351
C 1.638 -5.344 -1.569
C 2.932 -5.450 -2.122
C 3.909 -6.159 -1.408
C 0.647 -4.530 -2.256
Cu -0.484 0.592 -0.746
P -1.685 3.232 1.292
C 1.004 -3.548 -3.157
C 0.239 -2.319 -3.288
C 0.872 -1.142 -3.772
C 0.330 0.103 -3.483
C -0.773 0.092 -2.612
C -1.683 -0.992 -2.686
C -1.091 -2.250 -2.795
Br -1.636 2.106 -2.005
H -0.397 -4.753 -1.984
H 1.949 -3.576 -3.701
H 0.347 -6.015 0.081
H 3.155 -5.046 -3.111
H 2.204 -7.328 1.178
H 4.930 -6.258 -1.812
H 1.806 -1.272 -4.316
H -1.603 -3.171 -2.502
H 0.713 1.043 -3.869
H -2.772 -0.863 -2.638
P 1.452 0.556 0.311
C -3.454 2.889 0.829
C -4.379 3.976 0.294
H -3.892 2.396 1.713
H -3.346 2.103 0.054
H -5.414 3.612 0.264
H -4.397 4.864 0.935
H -4.115 4.253 -0.735
C -0.995 4.666 0.340
C -1.827 5.927 0.191
H -0.783 4.245 -0.659
H -0.020 4.901 0.800
H -1.373 6.554 -0.588
H -2.848 5.705 -0.130
H -1.852 6.525 1.112
C -1.581 3.676 3.065
C -2.568 4.725 3.541
H -0.541 4.002 3.233
H -1.712 2.723 3.612
H -2.357 4.960 4.591
H -2.469 5.658 2.974
H -3.606 4.370 3.488
C 1.893 0.405 2.077
C 1.655 1.630 2.960
H 2.969 0.163 2.076
H 1.369 -0.467 2.495
H 2.265 1.531 3.869
H 1.938 2.569 2.472
H 0.605 1.712 3.277
C 2.695 1.805 -0.151
C 3.075 1.832 -1.628
H 3.576 1.598 0.476
H 2.288 2.779 0.155
H 3.867 2.582 -1.765
H 3.464 0.863 -1.971
H 2.225 2.110 -2.263
C 2.171 -1.005 -0.387
C 2.215 -2.216 0.542
H 3.181 -0.738 -0.737
H 1.567 -1.245 -1.283
H 2.674 -3.056 0.001
H 2.814 -2.011 1.441
H 1.209 -2.532 0.859
N -3.168 -3.514 1.216
N -2.176 -2.563 1.133
N -1.921 -1.870 2.289
C -1.436 -0.738 1.820
N -1.447 -0.682 0.464
N -2.050 -1.800 0.027
H -3.236 -4.071 0.375
H -3.062 -4.036 2.077
H -1.072 0.061 2.472
```


3.
This record from the OMol25 dataset describes C33H39FN4OsP2 as an isolated structure. The level of theory is ωB97M-V/def2-TZVPD.

HOMO level (spin up / spin down)   -12.25 / -12.25 eV
Spin multiplicity   5
ΔE to the lowest compared entry with this formula, charge and spin   172.3 kJ/mol
Orbital gap (spin up / spin down)   5.337 / 2.728 eV
Charge   +2
⟨S²⟩   6.04

The geometry in XYZ format:
```
80
C33H39FN4OsP2 (ωB97M-V/def2-TZVPD)
Os 0.014 -1.567 1.223
C 2.891 -1.882 2.486
C 1.979 -0.837 2.296
C 2.447 0.213 1.282
C 2.269 -0.153 -0.185
C 1.199 -1.194 -0.448
C 1.471 -2.555 0.002
C 2.969 -2.925 0.177
C 3.749 -2.332 1.395
C -1.689 -2.417 0.616
H 2.822 -2.496 3.364
H 1.558 -0.383 3.199
H 3.528 0.416 1.404
H 1.919 1.145 1.494
H 2.044 0.762 -0.762
H 3.242 -0.515 -0.577
H 0.706 -1.062 -1.444
H 0.962 -3.372 -0.519
H 3.540 -2.626 -0.722
H 3.024 -4.026 0.236
H 4.397 -3.137 1.762
H 4.381 -1.495 1.046
H -1.557 -3.511 0.580
H -2.116 -2.052 -0.346
H -2.417 -2.237 1.433
P -1.678 -0.266 -1.695
P -0.276 2.374 0.986
N -0.952 -0.707 -3.427
N -3.194 0.140 -2.505
N 1.035 3.282 0.043
N -0.856 3.906 1.742
C -1.002 1.424 -1.575
C -1.530 2.256 -0.363
C -0.866 -2.043 -3.810
C -0.308 -2.122 -5.086
C -0.038 -0.791 -5.512
C -0.457 0.055 -4.481
C -4.359 -0.462 -2.017
C -5.429 -0.087 -2.813
C -4.906 0.730 -3.868
C -3.536 0.878 -3.643
C 2.418 3.064 0.047
C 3.023 3.769 -0.974
C 2.004 4.570 -1.573
C 0.808 4.243 -0.941
C -0.105 5.074 1.944
C -0.897 6.044 2.554
C -2.173 5.446 2.807
C -2.115 4.144 2.312
H -1.121 1.924 -2.557
H 0.069 1.188 -1.424
H -1.900 3.241 -0.702
H -2.405 1.758 0.107
H -1.165 -2.825 -3.140
H -0.127 -3.031 -5.642
H 0.412 -0.466 -6.441
H -0.393 1.127 -4.407
H -4.291 -1.100 -1.160
H -6.458 -0.367 -2.641
H -5.456 1.145 -4.702
H -2.804 1.428 -4.202
H 2.907 2.483 0.807
H 4.070 3.696 -1.238
H 2.152 5.307 -2.351
H -0.177 4.662 -1.078
H 0.913 5.116 1.606
H -0.560 7.043 2.790
H -2.997 5.937 3.311
H -2.872 3.379 2.344
F 0.954 -5.895 5.726
C 0.638 -4.966 4.765
C 0.828 -5.313 3.433
C 0.488 -4.374 2.462
C 0.095 -3.075 2.786
C -0.096 -2.771 4.136
C 0.127 -3.728 5.133
H 1.202 -6.288 3.141
H 0.544 -4.629 1.404
H -0.441 -1.779 4.410
H -0.078 -3.511 6.179
```


Number 1: molar mass 1347.6 g/mol. Number 2: molar mass 645.1 g/mol. Number 3: molar mass 762.9 g/mol.